Below is C24H42Cl3MnN4O3SSi as an isolated structure in a non-equilibrium geometry, with properties calculated with wB97M-V/def2-TZVPD.

```
! RIJCOSX wB97M-V def2-TZVPD def2/J DEFGRID3
* xyz -1 6
C 1.72545 -1.47544 -4.67551
C 1.20278 -0.13126 -4.26854
H 1.71062 -1.63978 -5.75586
H 1.12868 -2.24338 -4.16773
H 2.76915 -1.59938 -4.36215
C 0.66567 0.77850 -5.10997
C 0.40654 0.49539 -6.56842
H 0.36544 1.77054 -4.74393
H 0.16698 -0.57412 -6.70633
H 1.29333 0.70961 -7.19067
H -0.42396 1.07511 -7.00662
Mn 1.79829 -2.21363 1.23601
Cl 1.84404 0.08454 1.24456
Cl -0.41329 -3.09235 -1.03536
C -0.00237 2.79545 1.16326
O -1.07239 2.16629 1.23001
N 0.08463 4.13940 1.11286
C -1.13830 4.92337 1.12268
C 1.35889 4.85251 1.18341
H 0.98262 2.29955 1.13823
H -1.97047 4.23104 1.27895
H -1.25436 5.44958 0.16461
H -1.09280 5.66265 1.93248
H 2.18811 4.13929 1.09524
H 1.44959 5.38758 2.14222
H 1.43075 5.58474 0.36715
H -2.00078 -1.14405 -3.46864
H -2.40927 1.66965 -4.04526
C -2.96139 -0.92555 -2.98650
C -3.25662 1.49983 -3.36998
N -2.95412 0.41669 -2.44178
H -3.12272 -1.64316 -2.17676
C -2.96703 0.60082 -1.07139
O -2.83110 -0.28423 -0.23628
H -3.43270 2.42766 -2.81461
H -3.13703 1.67082 -0.79566
H -3.75132 -1.01016 -3.74173
H -4.12645 1.25509 -3.99557
O -0.02112 -0.68382 -2.47728
C 1.07010 0.05241 -2.72403
C -0.16438 2.19101 -2.14215
C 1.06226 1.54069 -2.26864
H -1.06261 1.57741 -2.13844
C -0.26237 3.58551 -2.14291
H 1.95329 -0.43811 -2.25783
C 2.22743 2.30133 -2.14633
H -1.24491 4.06701 -2.20190
C 0.90939 4.35380 -2.14265
C 2.14994 3.70218 -2.08424
H 3.20416 1.81696 -2.16618
H 0.83760 5.45161 -2.22944
H 3.05829 4.31806 -2.05198
Si -0.06999 -4.97309 -0.27517
Cl 3.36283 -2.10742 -0.37375
C -1.40442 -6.23885 0.06326
C 1.19259 -4.86603 1.19460
C 1.06209 -5.78007 -1.53087
H -2.03393 -6.01532 0.93622
H -0.97997 -7.24597 0.22647
H -2.01652 -6.32116 -0.84536
H 0.60011 -5.78831 -2.51852
H 1.22380 -6.81196 -1.20047
H 2.01964 -5.25128 -1.60203
H 1.26624 -3.99349 1.89842
H 2.22279 -5.08237 0.84299
H 0.86141 -5.68223 1.86362
C 1.45276 -2.29582 4.56465
N 0.72057 -1.05390 4.35552
C 1.09638 0.19883 4.80616
C 0.28396 1.10165 4.18197
N -0.57903 0.38551 3.36696
C -0.24691 -0.93140 3.39202
S -0.59109 -2.10674 2.23076
H 0.74236 -3.13063 4.54582
H 2.20516 -2.45526 3.76746
H 1.95673 -2.24055 5.53427
H 1.90026 0.34138 5.51244
H 0.25876 2.17208 4.25529
H -1.15225 0.80400 2.62406
*
```

Energy relative to the best compared isomer or geometry (same formula, charge and spin) (kcal/mol): 80.04
Orbital gap (alpha / beta) (eV): 5.059 / 4.946
E (hartree): -4603.8464

So, what does the Mulliken scheme give us? The charges, in e, come out as: atom 1 (C): -1.500, atom 2 (C): 0.098, atom 3 (H): 0.458, atom 4 (H): 0.213, atom 5 (H): 0.241, atom 6 (C): 0.207, atom 7 (C): -1.571, atom 8 (H): 0.387, atom 9 (H): 0.367, atom 10 (H): 0.269, atom 11 (H): 0.341, atom 12 (Mn): 0.248, atom 13 (Cl): -0.247, atom 14 (Cl): 0.111, atom 15 (C): 0.904, atom 16 (O): -0.856, atom 17 (N): 0.416, atom 18 (C): -1.072, atom 19 (C): -0.965, atom 20 (H): -0.222, atom 21 (H): 0.259, atom 22 (H): 0.281, atom 23 (H): 0.357, atom 24 (H): 0.255, atom 25 (H): 0.296, atom 26 (H): 0.348, atom 27 (H): 0.177, atom 28 (H): 0.254, atom 29 (C): -1.080, atom 30 (C): -0.878, atom 31 (N): 0.357, atom 32 (H): 0.283, atom 33 (C): 0.271, atom 34 (O): -0.572, atom 35 (H): 0.264, atom 36 (H): 0.173, atom 37 (H): 0.359, atom 38 (H): 0.339, atom 39 (O): -0.347, atom 40 (C): 0.549, atom 41 (C): 1.531, atom 42 (C): -0.676, atom 43 (H): -0.541, atom 44 (C): -0.277, atom 45 (H): -0.160, atom 46 (C): -0.580, atom 47 (H): 0.385, atom 48 (C): -0.872, atom 49 (C): -0.496, atom 50 (H): 0.403, atom 51 (H): 0.412, atom 52 (H): 0.345, atom 53 (Si): 0.518, atom 54 (Cl): -0.610, atom 55 (C): -1.108, atom 56 (C): -0.306, atom 57 (C): -1.093, atom 58 (H): 0.321, atom 59 (H): 0.323, atom 60 (H): 0.289, atom 61 (H): 0.321, atom 62 (H): 0.282, atom 63 (H): 0.281, atom 64 (H): -0.477, atom 65 (H): 0.475, atom 66 (H): 0.249, atom 67 (C): -0.755, atom 68 (N): 0.250, atom 69 (C): -0.254, atom 70 (C): -0.572, atom 71 (N): 0.181, atom 72 (C): -0.396, atom 73 (S): -0.242, atom 74 (H): 0.337, atom 75 (H): 0.208, atom 76 (H): 0.333, atom 77 (H): 0.407, atom 78 (H): 0.422, atom 79 (H): 0.369